1.
This record from OMol25 describes a molecular structure, C38H35ClCuN2Si2 at a distorted geometry. The level of theory is wB97M-V/def2-TZVPD.

Properties
HOMO-LUMO gap (spin up / spin down)	6.3 / 5.6	eV
energy relative to the best compared isomer or geometry (same formula, charge and spin)	0.0	kJ/mol
⟨S²⟩	0.76
maximum force	1.61	eV/Å
HOMO level (spin up / spin down)	-6.80 / -6.77	eV
2S+1	2

XYZ file:
```
79
Properties=species:S:1:pos:R:3:mulliken_spin:R:1
C -1.7612 -0.8187 5.5761 0.10
C -2.4305 -0.1307 4.5436 -0.04
C -2.1910 -0.8239 3.3168 0.03
H -3.0739 0.7347 4.6762 0.00
C -1.3529 -1.9718 3.6284 0.05
C -1.1094 -1.9425 5.0243 -0.03
H -0.5375 -2.6740 5.5677 0.00
H -1.7816 -0.5517 6.6320 0.00
H -2.7447 -0.7250 2.3896 0.01
H -1.1462 -2.7810 2.9385 0.00
Cu -0.2046 -0.3498 2.7925 0.30
Si 2.0308 -0.0193 -3.9177 0.00
C 1.4609 1.4881 -4.8833 0.00
C 2.1441 2.0524 -5.9717 0.00
H 3.0948 1.6209 -6.2832 0.00
C 1.5891 3.1420 -6.6611 0.00
H 2.1062 3.5621 -7.5184 0.00
C 0.3593 3.6883 -6.2653 0.00
H -0.0781 4.5391 -6.7976 0.00
C -0.3341 3.1226 -5.1850 0.00
H -1.3108 3.5164 -4.8761 0.00
C 0.2100 2.0211 -4.5114 0.00
H -0.3561 1.5587 -3.6894 0.00
C 1.6756 -1.5029 -5.0046 0.00
C 0.6480 -1.4212 -5.9634 0.00
H 0.2384 -0.4468 -6.2397 0.00
C 0.1372 -2.5736 -6.5708 0.00
H -0.6897 -2.4973 -7.2750 0.00
C 0.6806 -3.8291 -6.2709 0.00
H 0.2459 -4.7388 -6.6966 0.00
C 1.8062 -3.9013 -5.4338 0.00
H 2.2771 -4.8716 -5.2550 0.00
C 2.3215 -2.7405 -4.8285 0.00
H 3.2264 -2.7869 -4.2137 0.00
H 1.0449 -0.0750 -2.8187 0.00
Si 0.0559 -0.1322 0.4809 0.36
C -0.6892 -1.7358 -0.0814 0.02
C -1.7975 -1.7545 -0.9336 0.02
H -2.2177 -0.8188 -1.2907 0.00
C -2.3587 -2.9671 -1.3368 0.00
H -3.2400 -2.9550 -1.9704 0.00
C -1.8081 -4.1943 -0.9609 0.01
H -2.2272 -5.1390 -1.3298 0.00
C -0.6546 -4.1730 -0.1619 0.00
H -0.1993 -5.1277 0.1240 0.00
C -0.0851 -2.9631 0.2685 0.03
H 0.8413 -2.9880 0.8590 -0.01
C -1.0021 1.2872 -0.1651 0.05
C -2.2377 1.4914 0.4681 0.00
H -2.5336 0.8607 1.3090 -0.01
C -3.1044 2.4895 0.0367 -0.01
H -4.0264 2.6390 0.5772 0.00
C -2.8066 3.3054 -1.0488 0.01
H -3.4917 4.0749 -1.4025 0.00
C -1.5828 3.0923 -1.6886 0.00
H -1.3097 3.7073 -2.5439 0.00
C -0.6660 2.1292 -1.2386 0.01
H 0.3136 2.0454 -1.7337 0.00
H 3.3923 0.0657 -3.2141 0.00
Cl 1.9014 0.0669 -0.3197 0.03
N -0.4120 1.7465 3.4254 0.03
C 0.3799 1.9404 4.6088 0.01
C 0.2710 3.0730 5.4035 0.00
C 1.0786 3.1950 6.5471 0.00
C 1.8936 2.1527 6.9684 0.00
C 1.9974 0.9464 6.2096 -0.01
C 2.7734 -0.1744 6.6111 0.01
C 2.7380 -1.2936 5.8042 -0.01
C 1.9372 -1.3178 4.6580 0.02
N 1.2677 -0.2499 4.2092 0.02
C 1.2409 0.8823 4.9783 0.00
H -0.0659 2.2448 2.5985 0.00
H -1.3824 1.9904 3.5641 0.00
H -0.4217 3.8634 5.1106 0.00
H 1.0373 4.1255 7.1235 0.00
H 2.4825 2.2355 7.8938 0.00
H 3.3609 -0.1321 7.5325 0.00
H 3.3126 -2.1793 6.0306 0.00
H 1.8500 -2.2281 4.0652 0.00
```

***

2.
This record from OMol25 describes a molecular structure, C38H35ClN2ReSi2 at a distorted geometry. The level of theory is wB97M-V/def2-TZVPD.

Properties
HOMO-LUMO gap (spin up / spin down)	7.5 / 5.3	eV
energy relative to the best compared isomer or geometry (same formula, charge and spin)	0.0	kJ/mol
charge	+2
⟨S²⟩	3.77
maximum force	9.58	eV/Å
HOMO level (spin up / spin down)	-13.17 / -13.42	eV
2S+1	4

XYZ file:
```
79
Properties=species:S:1:pos:R:3:mulliken_spin:R:1
C -1.7832 -0.8707 4.5727 -0.04
C -2.4921 -0.3417 3.4360 -0.12
C -2.2940 -1.2408 2.3346 0.22
H -3.1207 0.5428 3.4227 0.01
C -1.4642 -2.3234 2.7821 0.02
C -1.1493 -2.1004 4.1626 -0.08
H -0.5835 -2.7722 4.7970 0.01
H -1.7890 -0.4540 5.5718 0.00
H -2.7473 -1.1590 1.3566 0.02
H -1.1642 -3.1751 2.1849 0.03
Re -0.4880 -0.5155 3.0122 1.79
Si -0.6375 -0.3097 -3.2667 0.10
C -0.0633 1.2251 -4.1719 0.12
C 1.2760 1.3745 -4.5761 0.06
H 2.0259 0.6318 -4.2804 0.01
C 1.6398 2.4722 -5.3657 -0.02
H 2.6732 2.5685 -5.7154 0.00
C 0.6833 3.4370 -5.7106 0.08
H 0.9583 4.2723 -6.3597 0.00
C -0.6278 3.3365 -5.2149 -0.02
H -1.3660 4.1084 -5.4505 0.00
C -0.9929 2.2450 -4.4181 0.05
H -2.0007 2.1737 -3.9945 0.00
C 0.1349 -1.7404 -4.1946 0.06
C -0.2749 -1.8945 -5.5278 0.00
H -1.0246 -1.2180 -5.9444 0.00
C 0.2917 -2.8928 -6.3257 0.01
H -0.0246 -2.9932 -7.3660 0.00
C 1.2617 -3.7528 -5.7912 0.00
H 1.6944 -4.5397 -6.4144 0.00
C 1.6719 -3.6019 -4.4621 0.00
H 2.4195 -4.2781 -4.0378 0.00
C 1.1314 -2.5820 -3.6756 0.02
H 1.5012 -2.4418 -2.6569 0.00
H -2.1160 -0.3579 -3.3016 0.01
Si 0.5225 -0.1086 -1.1125 0.28
C -0.3951 -1.7492 -0.7736 0.03
C -1.7628 -1.9383 -1.0645 0.02
H -2.4397 -1.0991 -1.2294 0.01
C -2.2964 -3.2241 -1.1922 -0.04
H -3.3376 -3.3430 -1.4942 0.00
C -1.5023 -4.3424 -0.9404 0.04
H -1.8974 -5.3483 -1.0997 0.00
C -0.1903 -4.1584 -0.4910 0.00
H 0.4293 -5.0184 -0.2446 0.00
C 0.3327 -2.8706 -0.3427 0.08
H 1.3231 -2.7357 0.0942 0.00
C -0.5426 1.3778 -0.6645 -0.02
C -1.8713 1.2840 -0.2324 0.08
H -2.2671 0.3435 0.1490 -0.06
C -2.7264 2.3856 -0.3007 0.00
H -3.7778 2.2659 -0.0416 0.00
C -2.2339 3.6281 -0.7100 0.03
H -2.9085 4.4825 -0.7999 0.00
C -0.8700 3.7613 -0.9936 -0.01
H -0.4681 4.7371 -1.2708 0.00
C -0.0225 2.6570 -0.9322 0.03
H 1.0443 2.7733 -1.1275 0.00
H 1.9660 0.0431 -0.9374 0.02
Cl 1.3383 -0.2103 1.4235 0.07
N -0.1132 1.6949 3.1620 0.02
C 0.7473 2.0681 4.2624 -0.02
C 0.7925 3.3532 4.7645 0.00
C 1.6606 3.6188 5.8479 0.00
C 2.4866 2.6326 6.3672 0.00
C 2.4739 1.3096 5.8446 0.00
C 3.2762 0.2404 6.2944 0.01
C 3.1107 -1.0128 5.7348 -0.01
C 2.1092 -1.2297 4.7825 0.01
N 1.3169 -0.2327 4.3647 -0.01
C 1.5263 1.0402 4.8098 0.04
H -0.9922 2.2135 3.1737 0.01
H 0.3170 1.9284 2.2614 0.01
H 0.1675 4.1341 4.3353 0.00
H 1.6766 4.6207 6.2768 0.00
H 3.1642 2.8457 7.1982 0.00
H 4.0110 0.4265 7.0781 0.00
H 3.7227 -1.8661 6.0283 0.00
H 1.9406 -2.2104 4.3314 0.01
```